The molecule C5H10O. Source: OMol25; level of theory: ωB97M-V with the def2-TZVPD basis set.

```
16
Properties=species:S:1:pos:R:3:forces:R:3
O 1.572389 0.441635 0.672591 0.504 0.369 -0.122
C -0.013777 -1.722907 -0.641457 -0.280 -0.361 0.265
C -0.251438 -1.228095 0.573129 -0.270 -0.269 -0.248
C 0.905638 1.152168 -0.369989 -0.028 0.252 -0.160
C -0.646593 1.114144 -0.239343 0.060 -0.048 0.066
C -1.044568 0.044198 0.787727 -0.090 -0.112 0.032
H -1.119429 0.897091 -1.208441 0.267 0.043 0.180
H -0.870825 0.442154 1.792864 0.006 -0.251 -0.145
H -2.108433 -0.199599 0.709676 -0.026 0.192 0.035
H 1.196774 0.802927 -1.372990 0.069 -0.006 0.410
H 1.821335 -0.431070 0.351388 -0.132 0.201 0.009
H 0.658005 -2.559730 -0.810348 -0.282 -0.085 0.094
H -0.517780 -1.314209 -1.512253 0.277 0.115 -0.017
H -1.030919 2.097672 0.064025 0.085 -0.259 0.031
H 0.167242 -1.703405 1.460118 0.027 0.066 -0.204
H 1.282377 2.167027 -0.256695 -0.188 0.153 -0.227
```
Forces are in eV/Å.

Calculated values
* E_HOMO: -9.2199 eV
* energy above the lowest of the compared OMol25 structures with the same formula, charge and spin: 34.7 kcal per mole
* HOMO-LUMO gap: 10.3 eV
* SMILES string: C=CCCCO